No. 1
DFT (ωB97M-V with the def2-TZVPD basis set) results for a molecular structure, C17H24F4N3Pd.

Computed properties:
E_HOMO ... -19.830 eV
Lowest unoccupied orbital energy ... -14.152 eV
Spin multiplicity ... 1
Total charge ... +3
Max |F| ... 0.0139 hartree/bohr
Frontier orbital gap ... 5.7 eV
Energy above the lowest of the compared OMol25 structures with the same formula, charge and spin ... 0.0 kcal/mol

XYZ file:
```
49
C17H24F4N3Pd | OMol25 | ωB97M-V with the def2-TZVPD basis set
Pd 0.645 0.069 -0.403
C -0.753 -2.870 0.103
C 0.600 -2.657 0.748
N 1.052 -1.238 1.044
C 0.407 -0.665 2.304
C 0.461 -1.576 3.525
C 2.545 -1.245 1.140
C 3.168 0.124 0.977
N 2.519 0.775 -0.184
C 2.980 1.771 -0.856
C 2.153 2.292 -1.957
F 0.964 1.731 -2.114
C 2.583 3.295 -2.755
F 1.855 3.749 -3.733
C 3.855 3.874 -2.507
C 4.684 3.464 -1.457
F 5.829 4.051 -1.262
C 4.282 2.448 -0.631
F 5.017 2.060 0.355
H -0.855 -3.947 -0.039
H -0.831 -2.415 -0.883
H -1.577 -2.538 0.732
H 1.380 -3.104 0.136
H 0.618 -3.156 1.715
H -0.622 -0.424 2.054
H 0.934 0.266 2.516
H -0.200 -2.435 3.434
H 0.117 -0.993 4.378
H 1.469 -1.922 3.756
H 2.918 -1.910 0.364
H 2.831 -1.676 2.102
H 4.242 0.011 0.828
H 3.040 0.786 1.841
H 4.192 4.686 -3.152
C -4.529 1.049 0.147
C -3.981 -0.041 -0.793
C -4.316 0.257 -2.265
C -4.500 -1.435 -0.385
C -2.520 -0.061 -0.653
N -1.374 -0.064 -0.550
H -5.613 1.050 0.043
H -4.158 2.037 -0.124
H -4.289 0.847 1.190
H -5.402 0.272 -2.351
H -3.933 -0.514 -2.933
H -3.932 1.228 -2.576
H -5.581 -1.432 -0.520
H -4.291 -1.650 0.663
H -4.085 -2.223 -1.013
```


No. 2
DFT (ωB97M-V with the def2-TZVPD basis set) results for a single C17H24N2O2 molecule.

Computed properties:
E_HOMO ... -8.154 eV
Lowest unoccupied orbital energy ... 0.368 eV
SMILES string ... COc1ccc(/C=C/C(=O)NCCCN2CCCC2)cc1
Spin multiplicity ... 1
Max |F| ... 0.0147 hartree/bohr
Frontier orbital gap ... 8.5 eV
Energy above the lowest of the compared OMol25 structures with the same formula, charge and spin ... 55.6 kcal/mol

XYZ file:
```
45
C17H24N2O2 | OMol25 | ωB97M-V with the def2-TZVPD basis set
C 6.282 -2.080 3.661
H 6.789 -2.599 4.473
O 4.993 -2.641 3.596
C 4.125 -2.175 2.660
C 4.404 -1.172 1.737
C 3.436 -0.781 0.834
C 2.168 -1.364 0.815
C 1.904 -2.374 1.748
C 2.861 -2.772 2.651
H 2.660 -3.550 3.370
H 0.937 -2.853 1.764
C 1.196 -0.901 -0.151
C -0.071 -1.305 -0.302
C -0.920 -0.693 -1.342
O -0.516 0.154 -2.122
N -2.195 -1.156 -1.363
H -2.487 -1.819 -0.661
C -3.227 -0.627 -2.224
C -4.293 0.128 -1.428
C -3.761 1.440 -0.836
N -3.670 2.457 -1.874
C -2.316 2.877 -2.202
C -1.949 3.991 -1.198
H -1.407 3.574 -0.349
H -1.318 4.748 -1.661
C -3.309 4.555 -0.758
H -3.412 5.615 -0.980
H -3.461 4.417 0.314
C -4.328 3.711 -1.556
H -4.559 4.210 -2.502
H -5.262 3.545 -1.019
H -2.338 3.286 -3.216
H -1.619 2.041 -2.183
H -2.787 1.254 -0.367
H -4.448 1.767 -0.048
H -4.663 -0.514 -0.624
H -5.126 0.363 -2.091
H -2.742 0.048 -2.930
H -3.689 -1.453 -2.776
H -0.519 -2.067 0.319
H 1.536 -0.128 -0.831
H 3.665 0.000 0.122
H 5.369 -0.691 1.713
H 6.243 -1.009 3.886
H 6.836 -2.236 2.730
```


No. 3
DFT (ωB97M-V with the def2-TZVPD basis set) results for a single C17H24N2O4 molecule.

Computed properties:
E_HOMO ... -8.222 eV
Lowest unoccupied orbital energy ... 0.668 eV
SMILES string ... COc1ccc(C(=O)NCC(=O)N2CCC[C@H](C)C2)cc1OC
Spin multiplicity ... 1
Max |F| ... 0.3461 hartree/bohr
Frontier orbital gap ... 8.9 eV
Energy above the lowest of the compared OMol25 structures with the same formula, charge and spin ... 354.9 kcal/mol

XYZ file:
```
47
C17H24N2O4 | OMol25 | ωB97M-V with the def2-TZVPD basis set
C -5.960 -0.421 -1.078
H -5.524 -1.455 -1.341
O -4.842 0.607 -1.493
C -3.764 0.505 -0.826
C -2.935 1.381 -1.360
C -1.765 1.647 -0.604
C -1.368 0.747 0.512
C -2.157 -0.115 0.654
C -3.446 -0.305 0.133
O -4.199 -1.374 0.629
C -3.881 -1.976 1.700
H -3.033 -2.648 1.304
H -4.629 -3.044 1.731
H -3.607 -1.528 2.639
H -1.787 -0.784 1.445
C -0.031 0.927 1.152
O 0.296 0.241 2.145
N 0.963 1.602 0.458
H 0.909 2.187 -0.578
C 2.271 1.962 1.065
C 3.403 1.386 -0.012
O 3.994 2.272 -0.425
N 3.706 0.187 0.136
C 2.950 -0.917 0.971
H 3.717 -1.255 1.259
C 2.555 -2.028 -0.171
C 1.059 -1.926 -0.618
H 0.729 -2.354 -1.323
H 0.297 -1.726 0.347
H 1.048 -0.827 -1.068
C 3.411 -2.089 -1.425
C 4.798 -1.871 -1.116
C 4.926 -0.320 -0.635
H 5.769 -0.257 -0.088
H 4.909 0.171 -1.566
H 5.556 -1.852 -1.774
H 5.169 -2.444 -0.308
H 3.343 -3.197 -1.497
H 3.057 -1.478 -2.150
H 2.340 -2.865 0.491
H 2.270 -0.633 1.536
H 2.316 3.070 1.268
H 2.219 1.434 1.978
H -1.154 2.420 -0.971
H -3.425 2.278 -2.054
H -6.672 -0.247 -1.856
H -6.273 -0.432 -0.089
```


No. 4
DFT (ωB97M-V with the def2-TZVPD basis set) results for a single C17H24N2OS molecule.

Computed properties:
E_HOMO ... -7.985 eV
Lowest unoccupied orbital energy ... 0.707 eV
SMILES string ... CN(C)CC[C@H](c1cc2ccccc2s1)N1CCOCC1
Spin multiplicity ... 1
Max |F| ... 0.0743 hartree/bohr
Frontier orbital gap ... 8.7 eV
Energy above the lowest of the compared OMol25 structures with the same formula, charge and spin ... 77.1 kcal/mol

XYZ file:
```
45
C17H24N2OS | OMol25 | ωB97M-V with the def2-TZVPD basis set
O 1.378 -1.621 4.074
S -1.362 2.186 0.267
C -1.590 -0.257 -0.380
C -0.751 0.613 0.305
C -4.641 2.049 -2.261
C -4.707 0.694 -2.458
C -3.609 2.500 -1.449
C -3.742 -0.160 -1.882
C -2.716 1.687 -0.764
C -2.708 0.316 -1.031
N 1.522 -0.882 -2.007
N 0.847 0.663 2.322
C 2.771 -1.678 -1.778
C 0.924 -0.928 -3.368
C 2.416 -1.057 3.300
C 0.120 -1.307 3.585
C 2.159 0.455 2.937
C -0.084 0.186 3.258
C 1.613 0.532 -1.524
C 0.576 0.185 0.915
C 1.686 0.789 -0.007
H -1.349 -1.317 -0.580
H -5.293 2.696 -2.855
H -5.480 0.272 -3.108
H -3.364 3.535 -1.254
H -3.881 -1.242 -1.864
H 2.612 -2.674 -2.102
H 3.025 -1.710 -0.761
H 3.619 -1.134 -2.258
H -0.115 -0.617 -3.352
H 0.960 -1.912 -3.788
H 1.433 -0.254 -4.096
H 3.302 -1.241 3.865
H 2.514 -1.652 2.423
H -0.580 -1.651 4.400
H -0.055 -1.943 2.641
H 2.857 0.833 2.252
H 2.310 0.952 3.880
H -1.115 0.367 2.953
H 0.085 0.542 4.291
H 2.408 0.920 -2.016
H 0.805 1.030 -2.055
H 0.738 -0.924 0.836
H 2.666 0.295 0.306
H 1.797 1.864 0.190
```


No. 5
DFT (ωB97M-V with the def2-TZVPD basis set) results for a gas-phase ion, C17H24N3O3 (charge +1).

Computed properties:
E_HOMO ... -10.858 eV
Lowest unoccupied orbital energy ... -2.075 eV
SMILES string ... C=CCNC(=O)CN1CC[NH+](Cc2ccc3c(c2)OCO3)CC1
Spin multiplicity ... 1
Total charge ... +1
Max |F| ... 0.0258 hartree/bohr
Frontier orbital gap ... 8.8 eV

XYZ file:
```
47
C17H24N3O3 | OMol25 | ωB97M-V with the def2-TZVPD basis set
C 4.577 4.065 4.949
C 3.766 3.584 4.027
C 3.297 2.160 3.990
N 1.842 2.097 3.991
C 1.121 1.463 3.077
O 1.638 0.838 2.144
C -0.398 1.554 3.287
N -1.242 0.774 2.428
C -1.696 1.289 1.168
H -1.823 2.369 1.237
H -2.682 0.853 0.977
C -0.749 0.944 -0.010
N 0.078 -0.220 0.362
C -0.741 -1.225 1.060
H -0.167 -2.143 1.174
H -1.627 -1.442 0.459
C -1.121 -0.668 2.448
H -0.367 -0.953 3.184
H -2.076 -1.113 2.756
C 0.871 -0.761 -0.774
C 0.018 -1.358 -1.861
C -0.349 -2.695 -1.809
C -1.150 -3.280 -2.787
C -1.568 -2.475 -3.819
C -1.193 -1.127 -3.887
C -0.404 -0.548 -2.926
H -0.101 0.482 -3.014
O -1.729 -0.565 -5.002
C -2.440 -1.598 -5.660
O -2.342 -2.780 -4.889
H -2.006 -1.769 -6.656
H -3.497 -1.311 -5.764
H -1.424 -4.319 -2.745
H 0.007 -3.317 -1.003
H 1.548 -1.515 -0.367
H 1.469 0.061 -1.172
H 0.774 0.164 1.105
H -1.330 0.708 -0.903
H -0.076 1.774 -0.233
H -0.689 2.604 3.186
H -0.602 1.259 4.323
H 1.377 2.600 4.733
H 3.635 1.666 3.075
H 3.681 1.611 4.855
H 3.394 4.212 3.229
H 4.905 5.089 4.937
H 4.960 3.449 5.746
```


No. 6
DFT (ωB97M-V with the def2-TZVPD basis set) results for a molecular structure, C17H24N7ReS.

Computed properties:
E_HOMO (spin up / spin down) ... -17.232 / -17.340 eV
Lowest unoccupied orbital energy (spin up / spin down) ... -10.604 / -11.958 eV
Spin multiplicity ... 4
Total charge ... +3
<S²> ... 3.815
Max |F| ... 0.0475 hartree/bohr
Frontier orbital gap (spin up / spin down) ... 6.6 / 5.4 eV

XYZ file:
```
50
C17H24N7ReS | OMol25 | ωB97M-V with the def2-TZVPD basis set
Re 0.135 -1.537 0.160
N -0.689 -3.316 1.319
C -0.848 -3.149 2.781
C -1.204 -1.694 3.095
N -0.313 -0.740 2.410
C 0.986 -0.462 3.044
C 1.981 -1.610 2.884
N 2.088 -2.015 1.459
H -0.136 -4.160 1.138
H -1.611 -3.524 0.922
H -1.645 -3.795 3.161
H 0.064 -3.449 3.290
H -2.221 -1.497 2.744
H -1.193 -1.543 4.180
H -0.813 0.149 2.372
H 1.388 0.434 2.567
H 0.865 -0.245 4.109
H 2.953 -1.284 3.263
H 1.682 -2.460 3.494
H 2.853 -1.480 1.044
H 2.378 -2.993 1.409
N -4.052 -1.018 -1.025
C -2.747 -0.888 -0.924
S -1.702 -2.290 -1.291
N -2.155 0.230 -0.599
N -0.840 0.203 -0.526
C -0.127 1.179 -1.075
C -0.712 2.353 -1.684
C -0.290 2.757 -2.973
C -0.862 3.857 -3.575
C -1.831 4.601 -2.901
C -2.236 4.220 -1.619
C -1.716 3.088 -1.029
C 1.278 0.849 -1.232
C 2.253 1.760 -1.638
C 3.514 1.294 -1.980
C 3.759 -0.073 -1.912
C 2.771 -0.909 -1.410
N 1.566 -0.466 -1.030
H -4.467 -1.882 -1.349
H -4.669 -0.220 -0.930
H 0.413 2.150 -3.522
H -0.563 4.135 -4.574
H -2.272 5.465 -3.376
H -2.938 4.834 -1.074
H -2.025 2.804 -0.035
H 2.007 2.811 -1.687
H 4.277 1.981 -2.313
H 4.709 -0.484 -2.223
H 2.955 -1.974 -1.338
```


No. 7
DFT (ωB97M-V with the def2-TZVPD basis set) results for a single C17H24O5 molecule.

Computed properties:
E_HOMO ... -8.339 eV
Lowest unoccupied orbital energy ... 0.841 eV
SMILES string ... CCOC(=O)C(CCCOc1ccc(C)cc1)C(=O)OCC
Spin multiplicity ... 1
Max |F| ... 0.0116 hartree/bohr
Frontier orbital gap ... 9.2 eV
Energy above the lowest of the compared OMol25 structures with the same formula, charge and spin ... 3.7 kcal/mol

XYZ file:
```
46
C17H24O5 | OMol25 | ωB97M-V with the def2-TZVPD basis set
C 1.434 0.189 2.957
C 1.274 -0.571 1.655
H 0.314 -1.096 1.613
H 2.077 -1.303 1.518
O 1.329 0.367 0.574
C 0.987 -0.090 -0.628
O 0.636 -1.218 -0.847
C 1.061 1.012 -1.675
C 1.846 0.498 -2.878
O 1.520 0.637 -4.024
O 2.966 -0.095 -2.470
C 3.790 -0.697 -3.474
C 3.264 -2.072 -3.859
H 2.289 -1.976 -4.330
H 3.950 -2.545 -4.556
H 3.163 -2.694 -2.974
H 3.820 -0.039 -4.349
H 4.781 -0.764 -3.021
C -0.360 1.426 -2.074
C -1.009 2.322 -1.017
C -2.529 2.139 -1.008
O -2.893 0.810 -0.710
C -2.621 0.305 0.530
C -2.615 -1.086 0.631
C -2.374 -1.699 1.842
C -2.133 -0.950 2.990
C -2.152 0.431 2.884
C -2.387 1.061 1.673
H -2.395 2.140 1.640
H -1.980 1.037 3.763
C -1.871 -1.630 4.301
H -1.137 -2.425 4.181
H -1.505 -0.922 5.041
H -2.788 -2.079 4.682
H -2.363 -2.778 1.898
H -2.794 -1.665 -0.260
H -2.936 2.316 -2.007
H -3.001 2.846 -0.313
H -0.775 3.372 -1.201
H -0.622 2.057 -0.031
H -0.956 0.519 -2.196
H -0.322 1.931 -3.041
H 1.607 1.860 -1.252
H 2.378 0.727 2.966
H 1.412 -0.509 3.789
H 0.621 0.901 3.072
```


No. 8
DFT (ωB97M-V with the def2-TZVPD basis set) results for a molecular structure, C17H25B2Br2Cr2N7O30.

Computed properties:
E_HOMO (spin up / spin down) ... -13.934 / -13.934 eV
Lowest unoccupied orbital energy (spin up / spin down) ... -8.759 / -7.662 eV
Spin multiplicity ... 9
Total charge ... +2
<S²> ... 20.011
Max |F| ... 0.0502 hartree/bohr
Frontier orbital gap (spin up / spin down) ... 5.2 / 6.3 eV

XYZ file:
```
85
C17H25B2Br2Cr2N7O30 | OMol25 | ωB97M-V with the def2-TZVPD basis set
Cr 2.840 -3.773 1.830
Cr -3.541 2.896 3.040
O 1.670 -3.243 3.391
C 1.235 -2.366 4.112
O 0.592 -1.314 3.715
B 0.199 -0.494 4.871
O 0.589 -1.291 6.049
C 1.324 -2.319 5.670
O 1.939 -3.105 6.315
O -1.250 -0.188 4.857
C -1.441 1.063 4.619
O -2.474 1.664 4.416
C -0.028 1.734 4.550
O 0.865 0.818 4.804
O 0.089 2.881 4.256
O 1.274 -3.176 0.594
C 0.321 -2.475 0.349
O 0.356 -1.192 0.212
B -1.023 -0.670 0.013
O -1.820 -1.845 -0.266
C -1.096 -2.936 0.006
O -1.469 -4.056 -0.014
O -1.501 0.048 1.209
C -1.566 1.313 0.949
O -1.889 2.187 1.717
C -1.275 1.513 -0.580
O -1.024 0.324 -1.058
O -1.182 2.560 -1.130
Br 1.614 5.140 -2.693
C -0.319 5.338 -2.723
C -0.757 5.832 -4.073
Br -2.668 6.377 -4.160
H -0.538 6.101 -1.978
H -0.777 4.385 -2.472
H -0.606 5.071 -4.834
H -0.258 6.748 -4.373
C 5.250 -2.838 -2.046
N 4.966 -2.941 -0.586
O 5.904 -2.919 0.175
O 3.804 -3.207 -0.255
H 4.712 -3.682 -2.477
H 6.295 -3.099 -2.198
H 5.051 -1.908 -2.566
C 2.967 0.816 1.901
N 3.766 -0.392 1.558
O 4.831 -0.213 1.042
O 3.308 -1.489 1.844
H 3.591 1.678 1.703
H 2.690 0.680 2.942
H 2.103 0.807 1.239
C 3.979 -7.451 -0.189
N 2.769 -6.602 -0.120
O 1.911 -6.722 -0.926
O 2.731 -5.716 0.741
H 4.723 -6.964 0.429
H 4.220 -7.549 -1.243
H 3.750 -8.432 0.224
C 2.187 1.451 -2.702
N 2.689 0.042 -2.601
O 2.973 -0.426 -1.515
O 2.830 -0.540 -3.655
H 3.083 2.038 -2.885
H 1.667 1.718 -1.789
H 1.488 1.465 -3.532
C -4.280 -1.511 1.580
N -5.709 -1.886 1.761
O -6.564 -1.030 1.672
O -5.916 -3.006 2.156
H -4.210 -0.920 0.671
H -3.657 -2.394 1.554
H -4.003 -0.891 2.432
C -3.710 4.709 -0.923
N -4.484 4.630 0.328
O -3.997 4.021 1.299
O -5.544 5.131 0.376
H -4.342 5.151 -1.686
H -3.432 3.713 -1.264
H -2.826 5.308 -0.714
C -3.736 1.188 -4.413
N -3.044 2.318 -5.085
O -1.833 2.406 -4.959
O -3.731 3.100 -5.683
H -4.499 0.846 -5.105
H -4.165 1.511 -3.471
H -2.961 0.451 -4.230
```


No. 9
DFT (ωB97M-V with the def2-TZVPD basis set) results for a molecular structure, C17H25BN5O2S2Zn.

Computed properties:
E_HOMO (spin up / spin down) ... -8.637 / -9.755 eV
Lowest unoccupied orbital energy (spin up / spin down) ... -3.100 / -2.762 eV
Spin multiplicity ... 1
Total charge ... +1
Max |F| ... 0.0833 hartree/bohr
Frontier orbital gap (spin up / spin down) ... 5.5 / 7.0 eV
Energy above the lowest of the compared OMol25 structures with the same formula, charge and spin ... 55.9 kcal/mol

XYZ file:
```
53
C17H25BN5O2S2Zn | OMol25 | ωB97M-V with the def2-TZVPD basis set
Zn -0.508 0.824 0.676
C -4.427 -0.499 1.473
C -3.222 0.303 1.187
N -2.123 -0.266 0.655
N -1.734 -1.561 1.024
C -0.660 -1.756 1.770
N -0.415 -3.060 2.090
S 0.460 -0.470 2.277
C -3.281 1.759 1.168
C -4.533 2.451 0.990
C -4.576 3.835 1.125
C -3.380 4.585 1.213
C -2.212 3.839 1.248
N -2.147 2.486 1.315
H -5.043 0.084 2.247
H -4.107 -1.418 1.935
H -4.995 -0.737 0.591
H -2.144 -2.386 0.551
H -1.077 -3.800 1.901
H 0.392 -3.258 2.685
H -5.440 1.910 0.785
H -5.549 4.358 1.169
H -3.301 5.659 1.240
H -1.276 4.343 1.387
C 2.353 -3.492 -0.202
C 2.325 -2.214 -1.066
C 2.352 -2.746 -2.469
O 0.962 -1.563 -0.840
B 1.268 -0.334 -0.281
O 2.557 0.113 -0.372
C 3.359 -1.115 -0.738
C 4.190 -1.484 0.462
C 4.346 -0.648 -1.871
H 1.541 -4.172 -0.568
H 2.203 -3.346 0.854
H 3.329 -3.978 -0.322
H 1.467 -3.349 -2.596
H 3.243 -3.357 -2.681
H 2.276 -1.926 -3.163
H 3.620 -1.769 1.288
H 4.870 -0.621 0.647
H 4.757 -2.407 0.215
H 3.776 -0.242 -2.761
H 4.907 -1.518 -2.216
H 5.025 0.076 -1.454
S -0.833 3.556 -2.704
C 0.638 3.789 -1.817
C 0.771 2.867 -0.828
N -0.176 1.803 -0.919
C -1.003 2.054 -1.943
H 1.353 4.584 -2.001
H 1.601 2.844 -0.082
H -1.780 1.372 -2.274
```


Question: Which value of spin multiplicity does entry 4 give?
Answer: 1


Question: What is the formula in the eighth record?
Answer: C17H25B2Br2Cr2N7O30